This record from OMol25 describes a structure of composition C25H52AlN3O2P. The level of theory is ωB97M-V/def2-TZVPD.

Calculated values
expectation value of S²	2.0081
E_tot	-1882.18604	Eh
HOMO energy (alpha / beta)	-3.25 / -3.25	eV
spin multiplicity	3
F_max	0.017	hartree/bohr
total charge	-1
HOMO-LUMO gap (alpha / beta)	5.539 / 5.536	eV

Cartesian coordinates (Å):
P -1.392615 1.214472 1.457413
Al 0.233695 2.616624 0.414972
O 0.016487 -4.206333 2.060673
O -0.309179 5.296728 -3.822076
N -0.575766 -4.386115 3.174710
N -0.164054 4.137061 -4.329996
N -0.655470 4.092595 -0.320823
C 1.230787 -5.130482 4.673430
C 1.037148 -2.734848 3.965418
C -0.587889 -3.626011 5.565323
C -0.916971 3.930480 -7.103995
C -2.469996 -5.672432 4.219930
C -1.352674 1.947594 -4.676984
C 0.932354 4.098752 -5.344079
C -1.896989 -5.952255 1.844125
C 2.058831 5.000921 -4.857733
C -0.303867 -6.802474 3.578721
C 3.481076 1.435610 1.414826
C -1.968223 4.011038 -5.995185
C 0.385063 4.611253 -6.679323
C 3.288323 0.049157 0.988158
C 1.524490 2.690280 -5.493073
C 0.267855 -3.988858 4.341947
C -1.300939 -5.696565 3.222347
C -1.008733 -0.506192 0.872617
C 1.604312 3.161282 1.817763
C -1.061066 1.136230 3.293617
C -2.446264 3.812727 -3.530485
C 3.052095 -1.085171 0.671056
C 0.538689 -6.486308 4.814562
C -1.471740 3.480542 -4.648546
C 2.337501 1.915658 2.345598
H 1.155583 4.477652 -7.443727
H 1.730804 2.258278 -4.513594
H 1.743610 -2.896896 3.155901
H -0.836866 0.120760 3.625266
H -0.965888 1.552958 -5.613524
H -1.016292 -4.482329 6.077175
H -2.649255 4.878137 -3.451427
H 2.891948 4.930166 -5.559703
H 0.364806 -6.956948 2.726325
H 2.717503 -2.089241 0.634940
H 4.435936 1.503857 1.941091
H -2.560612 -5.138019 1.551526
H 1.981158 -5.195517 3.879643
H -1.396084 -2.952347 5.279435
H -0.889579 4.828977 0.332467
H 1.085770 3.614044 2.669698
H 1.293147 -7.264982 4.945375
H -0.079075 -6.508890 5.716720
H 1.009629 1.849739 -0.794063
H 0.890896 2.003276 -6.044616
H 2.325274 3.873193 1.406258
H -2.169332 -5.840741 5.249916
H -3.396363 3.305994 -3.710903
H 0.206606 5.687716 -6.591998
H -0.730000 2.888927 -7.379405
H 1.747110 6.039976 -4.794278
H 0.039177 -3.107533 6.290596
H -2.060686 3.486080 -2.562273
H 3.549534 2.086608 0.542990
H -2.474944 -6.877365 1.879744
H 2.734229 2.072135 3.354146
H -3.171410 -6.467529 3.965317
H -0.972585 -0.436160 -0.215858
H -1.942679 1.469706 3.840336
H 2.405173 4.687948 -3.872523
H -2.343536 1.515256 -4.539823
H -0.721739 1.596542 -3.860273
H 1.623629 1.092075 2.427025
H -1.786679 -1.224942 1.130266
H 0.360586 -1.934183 3.666310
H 1.601240 -2.399401 4.837272
H -0.035255 -0.879476 1.195640
H -0.227978 1.775939 3.586531
H -2.862835 3.449333 -6.276163
H -1.129207 -6.054069 1.082500
H 1.763684 -4.875983 5.592876
H -0.207611 4.511004 -1.126770
H -1.301144 4.417185 -8.003621
H 2.466431 2.758956 -6.039300
H -2.273938 5.054655 -5.870032
H -0.858311 -7.734238 3.720389
H -3.004107 -4.723846 4.165337

Forces on atoms 1 to 2 (eV/Å):
P -0.572 -0.029 -0.097
Al 0.324 0.575 -0.138

This record from OMol25 describes a structure of composition C8H19N8O4PPtS. The level of theory is ωB97M-V/def2-TZVPD.

Calculated values
expectation value of S²	2.0126
E_tot	-1913.51910	Eh
HOMO energy (alpha / beta)	-12.58 / -13.60	eV
spin multiplicity	3
F_max	0.017	hartree/bohr
energy above the lowest of the compared OMol25 structures with the same formula, charge and spin	0.175	eV
total charge	+2
HOMO-LUMO gap (alpha / beta)	7.067 / 6.647	eV

Cartesian coordinates (Å):
Pt -1.138922 -0.552049 -0.596034
S -0.812943 -2.923465 -0.848322
P 1.501229 1.075554 1.358765
O 0.962956 0.809784 -0.033615
O -0.911184 -1.431675 2.207339
O -2.700899 -0.952617 3.289652
O 0.722845 1.748729 2.427187
N -0.065594 -1.010382 -2.372556
N 1.467974 -0.515430 3.532306
N -2.388061 -0.239171 1.170361
N 2.936794 2.408843 -0.517574
N -2.870982 1.286674 -0.990610
N -1.993270 -0.875949 2.307704
N -4.521251 0.349670 2.051922
N -3.827443 1.109870 0.014201
C 1.217449 -2.447462 -4.328604
C 1.155248 -1.058142 -4.399536
C 3.039941 2.051764 0.936717
C 0.627473 -3.110269 -3.267349
C -0.011683 -2.351104 -2.296349
C 0.499425 -0.370738 -3.397762
C -3.580512 0.384243 1.126618
C 2.105703 -0.477446 2.178411
H 3.067867 2.957838 1.537221
H 3.771355 2.160647 -1.048795
H 3.185750 -0.468750 2.311347
H 2.755628 3.403338 -0.658917
H 3.960142 1.496467 1.098575
H 2.108004 1.846379 -0.847387
H 2.056422 -0.943709 4.246799
H -5.376717 0.871701 1.951383
H 1.720886 -3.008370 -5.104425
H -2.574545 2.258707 -1.022126
H 1.593925 -0.518959 -5.226011
H -3.265273 1.014750 -1.886524
H 0.561158 -1.007198 3.483336
H 1.819916 -1.359656 1.608495
H 1.221630 0.464949 3.771043
H -4.349911 -0.172445 2.901996
H 0.401176 0.706741 -3.412778
H -4.720650 1.574767 -0.076112
H 0.648944 -4.186428 -3.179993

Forces on atoms 1 to 2 (eV/Å):
Pt -0.107 -0.462 -0.076
S -0.105 0.433 0.063

This record from OMol25 describes a cluster of 2 separate species, C4H6BNO4 in total at a distorted geometry. The level of theory is ωB97M-V/def2-TZVPD.

Calculated values
E_tot	-536.50711	Eh
HOMO energy	-8.10	eV
F_max	0.108	hartree/bohr
energy above the lowest of the compared OMol25 structures with the same formula, charge and spin	0.000	eV
HOMO-LUMO gap	8.321	eV

Cartesian coordinates (Å):
O -0.978426 0.655330 2.358569
O -0.363079 -2.468204 -0.863126
O 0.529800 2.089730 -1.982424
O 2.788852 -0.102196 -0.249029
N -2.557675 -0.693199 0.767101
C -0.066136 -1.415122 -0.478904
C -0.606712 0.149985 1.367514
C 1.340231 1.272069 -1.616043
C 1.598130 0.659590 -0.246805
B 0.238622 -0.186362 0.204992
H 2.132649 0.969731 -2.278899
H 1.634190 1.669437 0.371251
H -2.919452 -0.131709 -0.032012
H -2.479417 -1.669632 0.346007
H 2.845261 -0.192907 0.813287
H -3.136838 -0.606542 1.518522

Forces on atoms 1 to 2 (eV/Å):
O 1.130 -0.850 -1.733
O 0.421 1.011 -0.130

This record from OMol25 describes a cluster of 2 separate species, C3H8NO3 in total at a distorted geometry. The level of theory is ωB97M-V/def2-TZVPD.

Calculated values
E_tot	-399.57001	Eh
HOMO energy	-2.76	eV
F_max	0.057	hartree/bohr
energy above the lowest of the compared OMol25 structures with the same formula, charge and spin	2.934	eV
total charge	-1
HOMO-LUMO gap	6.310	eV

Cartesian coordinates (Å):
O 0.749241 2.478186 1.761674
O -2.785961 0.650984 0.090357
O 2.325451 -2.085006 -1.031128
N -0.615371 0.221648 -0.365600
C 0.694921 -0.379110 -0.083456
C -1.684362 0.221630 0.443525
C 1.067875 -1.759117 -1.069460
H -0.184351 2.362824 1.954331
H -1.607484 -0.125940 1.481534
H 0.322321 -2.414648 -0.580603
H 0.796430 -0.526433 0.993611
H -0.855434 0.318331 -1.342422
H 0.834020 -1.343456 -2.091323
H 0.734439 2.551570 0.780247
H 1.397402 0.410999 -0.364572

Forces on atoms 1 to 2 (eV/Å):
O -0.105 0.347 -1.067
O -0.021 -0.150 0.079